One molecule with the formula C3H6N2O, computed with ωB97M-V with the def2-TZVPD basis set.

```
12
Properties=species:S:1:pos:R:3
N -0.13 1.70 -0.31
C -0.33 0.60 0.42
O -1.47 0.57 1.11
C 0.53 -0.52 0.53
C -0.07 -1.46 -0.53
N 1.28 -0.81 -0.67
H -0.93 2.25 -0.60
H 0.72 1.75 -0.86
H 0.77 -0.89 1.52
H -0.76 -0.89 -1.19
H -1.61 -0.38 1.28
H 1.96 -1.52 -0.41
```

## Properties
Energy: -302.5209 Ha
Relative energy (zero: lowest compared OMol25 entry of this formula, charge and spin): 4.686 eV
Frontier orbital gap: 7.655 eV
Spin multiplicity: 1
Molar mass: 86.09 g mol⁻¹
Strongest force on any atom: 0.31 eV/Å
HOMO energy: -0.258 hartree

Electronic structure analysis, natural (NBO) charges in units of e: -0.752, 0.651, -0.648, -0.276, -0.377, -0.642, 0.407, 0.430, 0.215, 0.123, 0.513, 0.356

A 2-piece molecular cluster, CHN3O3S overall, computed with ωB97M-V with the def2-TZVPD basis set.

```
9
Properties=species:S:1:pos:R:3
C 3.04 0.69 0.07
N 3.09 1.82 0.23
N 1.33 -1.27 -0.01
N -2.50 0.06 0.02
O -3.29 0.77 -0.51
O -2.66 -0.75 0.87
O -1.21 0.20 -0.46
S 2.77 -1.09 -0.14
H -0.57 -0.44 -0.06
```

## Properties
Energy: -826.5923 Ha
Relative energy (zero: lowest compared OMol25 entry of this formula, charge and spin): 5.252 eV
Frontier orbital gap (spin up / spin down): 9.816 / 7.933 eV
Spin multiplicity: 3
Molar mass: 135.10 g mol⁻¹
Strongest force on any atom: 7.23 eV/Å
HOMO energy (spin up / spin down): -0.364 / -0.427 hartree

Electronic structure analysis, natural (NBO) charges in units of e: 0.020, -0.238, -0.511, 0.744, -0.331, -0.377, -0.557, 0.741, 0.510

A 10-piece molecular cluster, C36H51BN5O20 overall, computed with ωB97M-V with the def2-TZVPD basis set.

```
113
Properties=species:S:1:pos:R:3
O -10.76 -1.84 14.21
C -10.26 -0.86 13.56
O -10.26 0.38 14.01
B -9.32 1.15 13.20
O -9.05 0.35 11.99
C -9.53 -0.91 12.28
O -9.25 -1.99 11.70
O -8.07 1.44 13.91
C -8.12 2.82 14.24
O -7.27 3.46 14.89
C -9.41 3.46 13.64
O -9.92 2.48 12.86
O -9.90 4.59 13.77
C -13.20 4.28 6.28
C -13.39 2.84 6.88
O -14.79 2.80 7.14
C -15.35 3.65 6.29
O -16.53 3.83 5.97
O -14.47 4.53 5.88
H -12.38 4.29 5.56
H -12.97 4.86 7.17
H -12.73 2.57 7.71
H -13.13 2.16 6.07
C -12.51 -10.18 17.92
C -11.94 -10.27 19.30
O -12.05 -11.62 19.54
C -12.96 -12.18 18.75
O -13.50 -13.25 18.90
O -13.35 -11.28 17.77
H -11.77 -10.38 17.15
H -12.95 -9.21 17.67
H -12.51 -9.67 20.02
H -10.93 -9.85 19.38
C -3.83 -6.49 14.16
C -3.30 -7.58 13.31
O -2.15 -7.93 14.02
C -2.12 -7.49 15.26
O -1.40 -7.89 16.14
O -3.17 -6.71 15.38
H -4.88 -6.78 14.22
H -3.59 -5.56 13.65
H -3.04 -7.34 12.27
H -3.96 -8.44 13.31
C -18.32 -6.86 13.78
C -19.05 -6.84 15.19
O -20.43 -7.15 14.88
C -20.61 -7.09 13.60
O -21.63 -7.24 12.96
O -19.51 -6.96 12.97
H -17.67 -7.73 13.66
H -17.83 -5.90 13.61
H -19.04 -5.85 15.64
H -18.53 -7.56 15.83
C 1.55 6.51 12.89
C 0.22 5.81 12.94
C 0.33 4.32 13.54
C 1.28 3.44 12.89
N 2.08 2.75 12.40
H 2.00 6.46 13.88
H 1.27 7.53 12.64
H 2.26 5.97 12.27
H -0.36 5.80 12.01
H -0.56 6.26 13.56
H -0.71 4.03 13.36
H 0.54 4.32 14.61
C -8.24 1.36 21.21
C -6.97 0.65 21.80
C -6.28 -0.27 20.82
C -6.96 -1.51 20.58
N -7.47 -2.51 20.39
H -8.76 1.92 21.98
H -8.81 0.49 20.89
H -7.98 2.00 20.37
H -7.16 0.13 22.73
H -6.22 1.41 22.02
H -5.26 -0.56 21.08
H -6.17 0.27 19.87
C -13.77 8.09 19.94
C -12.26 8.11 20.41
C -11.54 9.46 19.99
C -10.37 9.81 20.85
N -9.42 10.08 21.47
H -14.50 8.44 20.69
H -14.28 7.23 19.50
H -13.80 8.85 19.16
H -11.62 7.50 19.77
H -12.16 7.78 21.44
H -12.22 10.29 20.18
H -11.27 9.39 18.93
C -5.12 12.58 15.39
C -3.93 11.97 16.23
C -2.77 12.94 16.39
C -2.22 13.25 15.02
N -1.78 13.48 13.99
H -4.90 12.41 14.34
H -5.31 13.65 15.50
H -6.08 12.07 15.33
H -3.65 10.97 15.91
H -4.30 11.67 17.21
H -1.94 12.36 16.81
H -2.98 13.90 16.86
C -18.60 0.15 13.09
C -17.13 0.57 13.55
C -16.86 0.34 14.98
C -17.80 0.72 16.09
N -18.55 1.02 16.94
H -19.23 0.31 13.96
H -18.78 -0.81 12.60
H -18.96 0.87 12.35
H -17.13 1.64 13.31
H -16.34 0.10 12.96
H -15.93 0.72 15.40
H -16.77 -0.75 15.02
```

## Properties
Energy: -3205.9283 Ha
Relative energy (zero: lowest compared OMol25 entry of this formula, charge and spin): 3.289 eV
Frontier orbital gap: 9.234 eV
Spin multiplicity: 1
Charge: -1
Molar mass: 884.63 g mol⁻¹
Strongest force on any atom: 6.24 eV/Å
HOMO energy: -0.291 hartree

Atom charges from the Löwdin analysis, given in e for atoms 1 to 99: 0.070, -0.346, 0.234, -0.935, 0.211, -0.321, 0.105, 0.197, -0.261, 0.096, -0.331, 0.186, 0.096, -0.144, -0.094, 0.093, -0.569, 0.113, 0.076, 0.136, 0.131, 0.136, 0.123, -0.160, -0.151, 0.084, -0.519, 0.147, 0.057, 0.133, 0.136, 0.134, 0.139, -0.126, -0.143, 0.075, -0.603, 0.141, 0.098, 0.142, 0.144, 0.139, 0.133, -0.052, -0.066, 0.095, -0.680, 0.132, 0.069, 0.126, 0.126, 0.125, 0.123, -0.115, -0.253, -0.175, -0.245, 0.134, 0.075, 0.076, 0.075, 0.104, 0.101, 0.110, 0.114, -0.080, -0.261, -0.218, -0.256, 0.147, 0.068, 0.068, 0.076, 0.108, 0.099, 0.122, 0.126, -0.095, -0.213, -0.190, -0.224, 0.119, 0.063, 0.066, 0.055, 0.096, 0.101, 0.105, 0.118, -0.099, -0.249, -0.176, -0.243, 0.133, 0.061, 0.072, 0.065, 0.110, 0.097